{
  "formula": "C52H124O26S2",
  "method": "ωB97M-V/def2-TZVPD",
  "elements": ["C", "O", "C", "C", "O", "C", "C", "O", "C", "H", "H", "H", "H", "H", "H", "H", "H", "H", "H", "H", "H", "H", "H", "C", "O", "C", "C", "O", "C", "C", "O", "C", "H", "H", "H", "H", "H", "H", "H", "H", "H", "H", "H", "H", "H", "H", "C", "O", "C", "C", "O", "C", "C", "O", "C", "H", "H", "H", "H", "H", "H", "H", "H", "H", "H", "H", "H", "H", "H", "C", "O", "C", "C", "O", "C", "C", "O", "C", "H", "H", "H", "H", "H", "H", "H", "H", "H", "H", "H", "H", "H", "H", "C", "O", "C", "C", "O", "C", "C", "O", "C", "H", "H", "H", "H", "H", "H", "H", "H", "H", "H", "H", "H", "H", "H", "C", "O", "C", "C", "O", "C", "C", "O", "C", "H", "H", "H", "H", "H", "H", "H", "H", "H", "H", "H", "H", "H", "H", "C", "O", "C", "C", "O", "C", "C", "O", "C", "H", "H", "H", "H", "H", "H", "H", "H", "H", "H", "H", "H", "H", "H", "C", "O", "C", "C", "O", "C", "C", "O", "C", "H", "H", "H", "H", "H", "H", "H", "H", "H", "H", "H", "H", "H", "H", "C", "S", "O", "C", "H", "H", "H", "H", "H", "H", "C", "S", "O", "C", "H", "H", "H", "H", "H", "H"],
  "coordinates": [[-1.13659, -3.12938, -8.24390], [-1.80399, -2.75864, -7.02640], [-1.27760, -1.45331, -6.60553], [-1.90068, -0.88523, -5.38387], [-1.56504, 0.46423, -5.16760], [-2.51607, 1.10621, -4.39805], [-1.89526, 2.41994, -3.79453], [-1.38965, 3.16375, -4.90043], [-1.01470, 4.52089, -4.67940], [-1.74350, -3.80185, -8.85015], [-0.24449, -3.72157, -8.03999], [-0.88686, -2.27344, -8.87090], [-1.36676, -0.78287, -7.46031], [-0.20632, -1.59430, -6.46215], [-1.52996, -1.47805, -4.54768], [-2.97662, -0.93500, -5.55119], [-2.86851, 0.50852, -3.55743], [-3.43164, 1.37773, -4.92352], [-1.07307, 2.25204, -3.09889], [-2.56159, 3.09531, -3.25789], [-0.20357, 4.70254, -3.97428], [-1.84043, 5.12420, -4.30217], [-0.73350, 5.13456, -5.53522], [3.20026, 2.29538, -1.88573], [2.30043, 1.24684, -2.41010], [2.03440, 1.49593, -3.75610], [1.30556, 0.40734, -4.42050], [2.07156, -0.77706, -4.54595], [2.90636, -0.77324, -5.71414], [3.39403, -2.25861, -5.93286], [2.33915, -3.13272, -6.34851], [1.50272, -3.58651, -5.34489], [4.13787, 2.34593, -2.43928], [3.43316, 1.99508, -0.86412], [2.66798, 3.24334, -1.96409], [2.93942, 1.60130, -4.35438], [1.37603, 2.34707, -3.92992], [0.85864, 0.68537, -5.37500], [0.46131, 0.25292, -3.74855], [3.76552, -0.17607, -5.40866], [2.38020, -0.27842, -6.53048], [3.92633, -2.70144, -5.09104], [4.07443, -2.31512, -6.78254], [0.86633, -2.85431, -4.84792], [2.12156, -3.95351, -4.52608], [0.85928, -4.41381, -5.64433], [-0.24699, -3.24267, 5.04065], [0.97697, -2.61923, 4.79353], [1.64959, -3.13978, 3.67256], [0.82985, -3.23020, 2.37398], [0.16489, -4.47092, 2.31549], [-0.70896, -4.63829, 1.19617], [0.05369, -4.69504, -0.19583], [0.28254, -3.35938, -0.60443], [0.99075, -3.28933, -1.81194], [-0.96682, -3.13543, 4.22921], [-0.68152, -2.70710, 5.88472], [-0.34010, -4.27910, 5.36508], [2.01802, -4.14669, 3.86880], [2.55451, -2.55765, 3.49837], [1.43534, -3.09851, 1.47725], [0.09063, -2.43359, 2.28981], [-1.52045, -3.91634, 1.10461], [-1.26127, -5.56371, 1.35942], [-0.59608, -5.20479, -0.90721], [0.94992, -5.30111, -0.06331], [0.47271, -3.63709, -2.70570], [1.91142, -3.85042, -1.65185], [1.25169, -2.23603, -1.91479], [-2.59983, 4.73774, 3.00537], [-1.60592, 4.89550, 1.99751], [-0.73748, 3.78800, 1.95796], [0.38252, 3.92075, 0.80201], [1.28478, 5.04091, 0.86865], [0.67244, 6.29495, 0.67949], [1.80796, 7.18290, 0.17823], [2.54418, 6.64385, -0.95361], [1.81045, 6.77039, -2.16573], [-3.24991, 5.61225, 3.03227], [-2.14524, 4.75657, 3.99587], [-3.08053, 3.76536, 2.89812], [-1.20830, 2.80671, 2.01711], [-0.12032, 3.73463, 2.85481], [0.00413, 3.86872, -0.21888], [1.11261, 3.12240, 0.93504], [0.24417, 6.64886, 1.61726], [-0.07848, 6.15524, -0.09814], [2.51004, 7.46122, 0.96418], [1.48787, 8.18651, -0.10177], [1.51192, 7.79191, -2.40126], [0.88929, 6.19054, -2.22344], [2.43071, 6.57297, -3.04004], [-3.67906, -5.18178, -0.88349], [-3.44451, -3.93851, -1.49444], [-4.56292, -3.33248, -2.03706], [-4.33451, -3.07896, -3.53313], [-4.02139, -4.29598, -4.23360], [-2.70629, -4.60422, -4.27364], [-2.29779, -5.64208, -5.31045], [-2.79499, -6.94081, -4.94148], [-4.19031, -7.26633, -5.42268], [-2.82972, -5.66704, -0.40262], [-4.08453, -5.91068, -1.58522], [-4.57019, -5.05507, -0.26872], [-4.74464, -2.43799, -1.44127], [-5.44720, -3.95145, -1.88533], [-3.52905, -2.34476, -3.54995], [-5.13276, -2.56102, -4.06477], [-2.39959, -4.95736, -3.28910], [-2.12408, -3.69284, -4.40969], [-1.21717, -5.63012, -5.45267], [-2.59335, -5.32224, -6.30966], [-4.64926, -8.13869, -4.95743], [-4.10827, -7.60233, -6.45635], [-4.88316, -6.42749, -5.35637], [5.94281, -1.29728, -1.06560], [4.99923, -2.31091, -0.67760], [3.89753, -1.98603, 0.25445], [4.35734, -1.20934, 1.42106], [4.60844, 0.16171, 0.95379], [4.97731, 1.09908, 1.99734], [5.00319, 2.53352, 1.55882], [5.26583, 3.41869, 2.57808], [6.55573, 3.60363, 3.10737], [6.49065, -0.88093, -0.22025], [5.48541, -0.47896, -1.62167], [6.69585, -1.82438, -1.65143], [3.48971, -2.94624, 0.57036], [3.13975, -1.48009, -0.34377], [5.23709, -1.59010, 1.93986], [3.48310, -1.29457, 2.06646], [5.93825, 0.79280, 2.41072], [4.25422, 1.04081, 2.81088], [4.10287, 2.77970, 0.99588], [5.81708, 2.53908, 0.83380], [6.98500, 2.71486, 3.56987], [6.60386, 4.12489, 4.06343], [7.21064, 4.11150, 2.39937], [7.72840, 1.14774, 6.89242], [6.52857, 1.28486, 6.18132], [5.61103, 2.08524, 6.87716], [4.17735, 1.80050, 6.33502], [3.34245, 1.29136, 7.35217], [1.94564, 1.29320, 6.94817], [1.55545, 0.56238, 5.70820], [1.95040, 1.22745, 4.49287], [1.17564, 0.91200, 3.37283], [8.22737, 0.46548, 6.20419], [7.55561, 0.62061, 7.83071], [8.17271, 2.11699, 7.11877], [5.80210, 3.14031, 6.68122], [5.58484, 1.78229, 7.92390], [4.14729, 1.07070, 5.52595], [3.75011, 2.70168, 5.89522], [1.56091, 2.30979, 6.86662], [1.39590, 0.91620, 7.81058], [0.47101, 0.46044, 5.74935], [1.91028, -0.46481, 5.62412], [1.02141, -0.14755, 3.16872], [1.67048, 1.34012, 2.50108], [0.21040, 1.41015, 3.46369], [-4.83542, 1.31544, 7.61892], [-3.52208, 1.31904, 7.32790], [-2.96720, 2.53187, 6.80855], [-1.82244, 2.24497, 5.84610], [-2.20878, 1.67648, 4.59207], [-2.33455, 0.23654, 4.39742], [-3.38773, -0.03541, 3.25985], [-3.58004, -1.42406, 3.05672], [-4.46730, -1.69727, 1.95341], [-5.19132, 0.30003, 7.79317], [-5.33882, 1.59392, 6.69310], [-5.13534, 2.07268, 8.34332], [-2.61941, 3.06452, 7.69366], [-3.76034, 3.08485, 6.30531], [-1.23646, 1.47288, 6.34470], [-1.17939, 3.10473, 5.65800], [-2.66197, -0.20262, 5.33978], [-1.36158, -0.22342, 4.22463], [-2.98152, 0.40833, 2.35091], [-4.27482, 0.55262, 3.49522], [-4.33181, -1.02882, 1.10317], [-5.47412, -1.66512, 2.36981], [-4.28209, -2.70824, 1.59049], [0.12909, 0.09318, -0.14442], [-1.63310, 0.15233, 0.07978], [-2.00008, 1.55915, -0.38238], [-1.98287, -0.80631, -1.46533], [0.52646, -0.70669, 0.48041], [0.47601, 1.03374, 0.28349], [0.41796, 0.06785, -1.19514], [-3.05274, -0.86952, -1.66404], [-1.73850, -1.86857, -1.46577], [-1.42957, -0.32073, -2.26917], [-5.57829, 1.34652, -0.35245], [-5.68057, 1.40867, -2.18819], [-5.84363, -0.03906, -2.61768], [-7.35788, 2.13841, -2.24429], [-6.10320, 2.16379, 0.14215], [-4.52650, 1.39979, -0.07136], [-6.18045, 0.51284, 0.00877], [-7.77752, 2.26948, -3.24170], [-7.38189, 3.13760, -1.80938], [-7.95320, 1.41686, -1.68480]],
  "energy_ev": -130820.8780,
  "lumo_energy_ev": 0.31,
  "e_homo_ev": -9.04,
  "fmax_ev_per_a": 3.37
}